Computed, not measured: a cluster of 3 separate species, C25H39BrF3N2O6P2 in total in a non-equilibrium geometry, with ωB97M-V with the def2-TZVPD basis set.

Positions of all 78 atoms, in Å:
1 C 1.916 -0.940 3.700
2 C 1.570 -0.488 2.294
3 C 0.292 -1.182 1.470
4 C -1.251 -1.016 2.013
5 C -1.666 -0.129 3.365
6 C -2.445 1.246 2.820
7 C -1.452 2.271 2.010
8 F -0.448 1.870 0.974
9 C -1.564 3.736 2.285
10 F -2.390 4.556 1.336
11 F -0.886 4.456 3.395
12 N -2.365 -1.703 1.238
13 C -2.130 -2.537 -0.033
14 P -3.741 -3.326 -0.781
15 N -3.427 -5.108 -0.850
16 O -5.120 -2.973 0.245
17 C -0.622 -2.732 -0.691
18 C -0.372 -3.586 -2.082
19 C -1.135 -2.905 -3.364
20 C -0.329 -1.578 -3.985
21 C -1.430 -0.834 -4.984
22 C -1.545 0.785 -4.756
23 C -2.289 1.212 -3.330
24 C -1.567 2.627 -2.821
25 C 0.647 -2.035 0.102
26 C 2.228 -2.142 -0.348
27 O 2.876 -0.991 -0.658
28 O 2.992 -3.427 -0.429
29 P 4.323 -3.095 -1.556
30 O 3.668 -3.448 -3.161
31 Br 6.003 -4.582 -1.093
32 H 2.683 -0.376 4.394
33 H 1.404 -1.903 4.143
34 H 2.191 0.316 1.710
35 H -0.726 0.149 4.018
36 H -2.482 -0.751 3.943
37 H -2.971 1.793 3.740
38 H -3.340 0.983 2.079
39 H -3.340 -1.601 1.626
40 H -3.960 -5.601 -0.083
41 H -2.393 -5.175 -0.610
42 H -5.474 -3.860 0.596
43 H 0.796 -3.513 -2.311
44 H -0.593 -4.723 -1.916
45 H -2.214 -2.488 -3.085
46 H -1.301 -3.626 -4.278
47 H 0.600 -1.994 -4.600
48 H 0.009 -0.889 -3.094
49 H -2.527 -1.272 -4.867
50 H -1.097 -1.139 -6.088
51 H -0.509 1.348 -4.892
52 H -2.267 1.201 -5.610
53 H -3.418 1.520 -3.561
54 H -2.259 0.369 -2.518
55 H -1.561 3.428 -3.704
56 H -2.179 3.126 -1.930
57 H -0.459 2.464 -2.467
58 H 2.841 -2.864 -3.231
59 C -1.020 6.100 -0.792
60 C -1.289 6.583 -2.192
61 O -1.886 5.882 -3.006
62 C -0.797 7.958 -2.557
63 H -1.431 5.092 -0.671
64 H 0.057 6.062 -0.612
65 H -1.504 6.763 -0.070
66 H 0.290 8.004 -2.456
67 H -1.271 8.705 -1.914
68 H -1.061 8.174 -3.598
69 C 5.900 -2.077 4.632
70 C 5.066 -1.895 5.872
71 O 3.970 -2.440 5.990
72 C 5.627 -1.022 6.963
73 H 5.370 -2.731 3.931
74 H 6.065 -1.110 4.150
75 H 6.855 -2.541 4.890
76 H 5.780 -0.008 6.585
77 H 6.569 -1.440 7.326
78 H 4.917 -0.983 7.796

2S+1 = 1
gap between HOMO and LUMO = 6.037 eV
charge = +1
E_tot = -138569.038 eV